Molecular formula: C8H80O38
Method: DFT, wB97M-V/def2-TZVPD

The calculation puts the frontier orbital gap at 9.02 eV.

Cartesian coordinates (Å):
C 5.381 -0.094 -0.330
C 4.251 0.292 -0.193
C 2.890 0.838 -0.088
C 1.834 -0.286 -0.014
C 0.448 0.370 -0.118
C -0.756 -0.582 0.012
C -1.569 -0.638 -1.266
O -2.924 -0.607 -0.745
C -2.795 0.341 0.233
O -3.535 1.268 0.376
O -1.705 0.056 0.960
H 6.438 -0.148 -0.432
H 2.798 1.445 0.812
H 2.711 1.445 -0.977
H 1.931 -0.734 0.971
H 1.996 -1.021 -0.797
H 0.399 1.057 0.730
H 0.366 0.968 -1.026
H -0.490 -1.529 0.469
H -1.355 -1.490 -1.905
H -1.498 0.256 -1.892
O 4.735 2.057 2.534
H 5.088 1.450 3.197
H 5.029 1.657 1.707
O -2.424 -2.637 -3.311
H -2.809 -2.157 -4.057
H -3.192 -2.839 -2.766
O -4.506 -1.367 -4.794
H -5.249 -1.940 -5.011
H -4.873 -0.755 -4.137
O -6.674 -0.544 -6.803
H -5.723 -0.697 -6.780
H -6.779 0.210 -7.398
O 4.957 -0.345 4.201
H 4.093 -0.670 3.920
H 5.242 -0.993 4.853
O 3.320 -2.442 2.024
H 4.215 -2.726 1.812
H 2.829 -3.254 2.185
O -5.665 -0.845 -1.978
H -5.825 0.083 -2.189
H -4.917 -0.808 -1.368
O 5.609 -3.217 4.531
H 6.494 -3.508 4.276
H 5.128 -4.040 4.679
O 4.847 -6.288 4.932
H 3.990 -6.630 4.656
H 5.135 -6.896 5.621
O -5.005 2.920 2.304
H -4.593 2.385 2.988
H -4.651 2.558 1.480
O -7.587 0.339 -9.422
H -7.877 0.437 -10.334
H -7.742 -0.595 -9.217
O 5.665 1.445 6.847
H 5.816 0.864 6.090
H 6.050 2.287 6.575
O 8.026 1.270 -1.238
H 8.952 1.035 -1.122
H 8.033 2.000 -1.868
O -5.353 -0.352 3.614
H -5.256 0.186 2.820
H -5.693 0.253 4.281
O 7.331 0.122 9.065
H 6.969 0.555 8.279
H 6.554 -0.111 9.582
O -0.844 2.033 2.892
H -1.474 1.347 2.643
H -1.342 2.653 3.433
O 7.833 -1.614 6.167
H 6.988 -1.980 5.887
H 8.132 -2.198 6.870
O -1.907 0.481 -5.128
H -1.346 -0.053 -4.557
H -2.794 0.121 -5.007
O 3.976 2.294 9.273
H 4.741 2.203 8.691
H 3.257 1.915 8.757
O 7.988 -4.981 4.987
H 8.531 -5.415 5.653
H 7.139 -5.437 5.038
O -7.279 -2.727 -8.908
H -6.330 -2.599 -8.824
H -7.382 -3.643 -9.196
O -4.418 1.688 -2.962
H -4.226 1.681 -2.015
H -4.541 2.619 -3.174
O -5.018 5.965 1.782
H -5.230 5.966 0.845
H -5.045 5.032 2.034
O 7.558 4.143 -1.198
H 7.928 3.946 -0.331
H 7.016 4.921 -1.040
O -10.066 -1.491 -8.513
H -10.196 -0.538 -8.585
H -9.204 -1.572 -8.082
O -8.364 -5.567 -9.889
H -8.791 -5.056 -10.587
H -9.085 -5.804 -9.297
O 1.004 -3.384 -0.915
H 1.780 -3.486 -1.476
H 0.304 -3.820 -1.411
O 8.703 5.929 0.691
H 9.207 6.242 1.449
H 8.973 6.503 -0.033
O -13.086 -1.131 -8.293
H -12.127 -1.261 -8.273
H -13.224 -0.365 -8.859
O 3.664 5.116 7.786
H 2.800 4.826 7.482
H 3.923 4.456 8.443
O -12.995 -3.179 -10.693
H -12.910 -2.611 -11.463
H -13.147 -2.574 -9.954
O 4.900 7.811 7.322
H 4.557 6.953 7.606
H 4.545 8.437 7.960
O 1.504 -3.295 -3.856
H 2.280 -3.398 -4.416
H 0.794 -3.727 -4.344
O 10.667 -3.442 4.158
H 11.237 -3.855 4.813
H 9.821 -3.899 4.236
O -5.555 7.015 4.833
H -5.143 6.472 5.510
H -5.212 6.672 3.999